[1]
{
  "formula": "H4S2",
  "method": "ωB97M-V with the def2-TZVPD basis set",
  "symbols": ["S", "H", "H", "S", "H", "H"],
  "positions_angstrom": [[0.4882, 1.0603, 1.3143], [-0.0037, 0.3692, 0.2693], [-0.0836, 0.2256, 2.2021], [-0.2100, -0.4176, -1.8647], [-1.0416, -0.8183, -0.8851], [0.8506, -0.4192, -1.0359]],
  "forces_ev_per_a": [[-0.143, -0.150, 0.264], [0.010, 0.506, 0.584], [0.118, 0.127, -0.062], [-0.013, -0.222, -0.200], [0.080, -0.053, -0.214], [-0.052, -0.208, -0.372]],
  "relative_energy_kcal_mol": 6.2,
  "homo_lumo_gap_ev": 10.57,
  "total_energy_ev": -21734.811,
  "e_lumo_ev": 0.78,
  "homo_energy_ev": -9.787,
  "charge": 0,
  "smiles": "S.S"
}

[2]
{
  "formula": "C7H14",
  "method": "ωB97M-V with the def2-TZVPD basis set",
  "symbols": ["C", "C", "C", "C", "C", "C", "C", "H", "H", "H", "H", "H", "H", "H", "H", "H", "H", "H", "H", "H", "H"],
  "positions_angstrom": [[1.4220, -0.5428, -1.2860], [0.0312, -0.2868, -0.8343], [0.1100, 1.9926, -0.0996], [1.0960, 1.2781, 0.9069], [-0.4328, -1.0428, 0.3007], [-1.6362, -1.8445, -0.2150], [-1.8402, -0.8043, 0.8169], [2.1591, -0.9806, -0.5905], [1.2110, -1.2690, -2.0818], [1.8791, 0.3242, -1.7825], [0.1943, 3.0054, 0.2817], [0.3789, 2.0330, -1.1629], [-0.9566, 1.7392, -0.0723], [1.3843, 0.2202, 0.9238], [2.0439, 1.8072, 0.8013], [0.6787, 1.4526, 1.8995], [0.2313, -1.5712, 0.9952], [-1.9343, -1.6044, -1.2290], [-1.6458, -2.8916, 0.0616], [-2.0370, -1.1336, 1.8343], [-2.3368, 0.1189, 0.5321]],
  "forces_ev_per_a": [[-0.009, -0.146, -0.051], [-0.233, -0.942, -0.393], [0.229, 0.411, 0.375], [-0.032, 0.473, 0.087], [0.320, -0.023, -0.137], [-0.331, -0.259, -0.122], [-0.130, 0.018, -0.002], [-0.212, -0.036, -0.028], [0.204, -0.096, -0.122], [-0.232, -0.210, 0.067], [-0.167, 0.484, -0.100], [0.212, -0.179, 0.485], [0.510, -0.145, 0.282], [-0.487, 0.518, -0.453], [0.026, 0.144, 0.273], [0.186, 0.196, 0.096], [-0.050, -0.001, -0.183], [-0.039, -0.155, 0.174], [-0.060, 0.083, -0.008], [0.142, 0.050, -0.197], [0.154, -0.185, -0.044]],
  "relative_energy_kcal_mol": 123.6,
  "homo_lumo_gap_ev": 8.65,
  "total_energy_ev": -7480.935,
  "e_lumo_ev": 1.08,
  "homo_energy_ev": -7.566,
  "charge": 0
}